No. 1
The following is a DFT calculation (ωB97M-V/def2-TZVPD) of a single C2H2N2O2S molecule in a non-equilibrium geometry.

## Properties
- HOMO energy: -8.74 eV
- Spin multiplicity: 1
- Total energy: -20014.112 eV
- Net charge: 0
- Energy relative to the best compared isomer or geometry (same formula, charge and spin): 51.6 kcal per mole

Last column: Löwdin charge in e.
Cartesian coordinates (Å):
O 0.922 -1.729 0.417  0.042
N 0.060 -0.852 -0.140  -0.224
N -0.867 -1.295 -0.988  0.171
C -1.488 -0.203 -1.309  -0.111
O -0.994 0.911 -0.665  0.042
C 0.010 0.453 0.120  -0.841
S 0.993 1.333 1.123  0.651
H 1.511 -1.160 1.054  0.123
H -2.315 -0.094 -2.018  0.146

Forces on atoms 1 to 3 (eV/Å):
1.312 0.654 1.321
0.396 0.219 0.661
-0.853 0.813 -0.784

***

No. 2
The following is a DFT calculation (ωB97M-V/def2-TZVPD) of 2 unconnected molecules or ions with the total composition C2H7NS2 in a non-equilibrium geometry.

## Properties
- HOMO energy (alpha / beta): -13.02 / -12.99 eV
- Expectation value of S²: 0.765
- Spin multiplicity: 2
- Total energy: -25338.458 eV
- Net charge: +1
- Energy relative to the best compared isomer or geometry (same formula, charge and spin): 15.6 kcal per mole

Last column: Löwdin charge in e.
Cartesian coordinates (Å):
S -1.613 -1.509 -1.533  0.286
S -0.553 0.175 -2.644  0.214
H -1.901 -0.861 -0.409  -0.271
H -1.616 0.335 -3.573  -0.149
C 1.587 -0.378 0.431  0.164
C 0.785 0.690 0.841  -0.133
N -0.038 0.533 1.913  0.211
H 1.580 -1.436 0.899  0.139
H 2.192 -0.164 -0.516  0.121
H 0.641 1.558 0.240  0.125
H -0.533 -0.317 2.224  0.166
H -0.532 1.373 2.126  0.125

Forces on atoms 1 to 3 (eV/Å):
1.386 1.257 -1.316
-2.431 -1.593 0.132
-0.168 0.425 0.114

***

No. 3
The following is a DFT calculation (ωB97M-V/def2-TZVPD) of 10 unconnected molecules or ions with the total composition C38H78BClNO15 in a non-equilibrium geometry.

## Properties
- HOMO energy: -10.98 eV
- Spin multiplicity: 1
- Total energy: -86066.777 eV
- Net charge: +1
- Energy relative to the best compared isomer or geometry (same formula, charge and spin): 0.0 kcal per mole

Last column: Löwdin charge in e.
Cartesian coordinates (Å):
C 0.938 -1.788 4.004  -0.047
C -0.215 -0.800 3.861  -0.233
O 0.289 0.383 3.234  -0.125
C -0.693 1.174 2.615  -0.192
C -0.489 1.168 1.102  -0.116
O -0.157 -0.174 0.758  -0.035
N -0.053 -0.422 -0.627  -0.069
C 1.150 0.338 -1.196  -0.052
C 0.830 1.622 -1.952  -0.210
C 2.027 2.591 -1.794  -0.549
Cl 1.449 4.175 -1.175  0.591
C -1.313 -0.225 -1.388  -0.072
C -2.396 -1.242 -1.057  -0.042
C -2.673 -1.450 0.425  -0.471
O -2.261 -2.419 1.040  0.133
O -3.448 -0.505 1.033  0.097
B 0.392 -1.923 -0.745  -0.698
O 0.881 -2.567 0.340  0.253
O 0.221 -2.468 -1.948  0.089
C 1.125 -3.547 -2.313  0.019
H 1.889 -1.273 3.952  0.081
H 0.834 -2.323 4.941  0.077
H 0.893 -2.522 3.204  0.059
H -1.011 -1.248 3.271  0.111
H -0.575 -0.523 4.849  0.105
H -0.656 2.191 2.976  0.089
H -1.700 0.795 2.796  0.122
H -1.413 1.532 0.653  0.124
H 0.291 1.892 0.863  0.123
H 1.681 -0.347 -1.853  0.147
H 1.797 0.499 -0.341  0.146
H -0.032 2.143 -1.567  0.077
H 0.748 1.410 -3.012  0.124
H 2.519 2.799 -2.732  0.070
H 2.719 2.248 -1.037  0.051
H -1.701 0.781 -1.294  0.130
H -1.067 -0.332 -2.439  0.155
H -2.237 -2.204 -1.526  0.120
H -3.312 -0.860 -1.506  0.140
H -3.206 0.360 0.687  0.104
H 1.640 -2.135 0.743  0.136
H 0.889 -4.457 -1.777  0.096
H 2.137 -3.230 -2.087  0.102
H 1.044 -3.747 -3.374  0.069
C -2.859 -5.162 -0.946  -0.011
C -3.519 -5.759 -2.167  -0.496
O -4.447 -5.207 -2.710  0.072
C -2.968 -7.069 -2.673  -0.017
H -3.353 -4.228 -0.690  0.059
H -2.941 -5.845 -0.099  0.096
H -1.803 -4.966 -1.145  0.079
H -3.054 -7.834 -1.900  0.088
H -1.918 -6.953 -2.944  0.079
H -3.530 -7.384 -3.549  0.084
C -0.309 5.570 4.410  -0.015
C 0.617 4.925 3.416  -0.475
O 0.207 4.164 2.561  0.030
C 2.082 5.257 3.527  -0.010
H -1.327 5.241 4.218  0.072
H -0.031 5.279 5.420  0.071
H -0.261 6.657 4.316  0.093
H 2.456 4.959 4.507  0.092
H 2.231 6.330 3.401  0.090
H 2.637 4.727 2.756  0.076
C -3.226 3.033 7.664  -0.009
C -2.066 3.033 6.704  -0.481
O -1.146 3.815 6.797  0.056
C -2.082 2.023 5.587  -0.011
H -3.083 3.813 8.408  0.085
H -4.154 3.217 7.121  0.078
H -3.293 2.068 8.167  0.090
H -2.960 2.183 4.956  0.071
H -2.095 1.008 5.986  0.089
H -1.184 2.163 4.994  0.062
C -6.557 -1.049 0.290  -0.016
C -7.253 -1.611 -0.930  -0.503
O -8.179 -1.035 -1.446  0.076
C -6.727 -2.919 -1.469  -0.022
H -7.028 -0.109 0.570  0.085
H -6.631 -1.747 1.125  0.094
H -5.507 -0.863 0.069  0.046
H -6.809 -3.699 -0.710  0.090
H -5.680 -2.815 -1.760  0.064
H -7.303 -3.213 -2.341  0.087
C -7.347 3.932 4.022  -0.018
C -5.840 3.938 4.063  -0.498
O -5.210 2.942 4.341  0.051
C -5.152 5.242 3.744  -0.014
H -7.713 2.939 4.270  0.083
H -7.743 4.649 4.742  0.089
H -7.695 4.201 3.024  0.088
H -5.461 6.012 4.453  0.090
H -5.412 5.565 2.735  0.088
H -4.074 5.112 3.810  0.069
C 7.236 2.655 -2.240  -0.021
C 6.315 2.572 -1.048  -0.493
O 6.418 1.682 -0.234  0.059
C 5.258 3.639 -0.916  -0.039
H 7.940 1.827 -2.210  0.082
H 6.658 2.603 -3.165  0.083
H 7.785 3.596 -2.219  0.080
H 4.600 3.618 -1.783  0.058
H 5.713 4.620 -0.841  0.072
H 4.673 3.448 -0.016  0.078
C 3.017 -7.739 -0.501  -0.017
C 3.626 -6.520 -1.147  -0.496
O 3.304 -6.164 -2.259  0.051
C 4.656 -5.765 -0.344  -0.018
H 2.297 -8.189 -1.180  0.081
H 3.795 -8.469 -0.273  0.090
H 2.511 -7.459 0.424  0.087
H 5.499 -6.416 -0.110  0.090
H 4.215 -5.408 0.588  0.085
H 5.016 -4.915 -0.920  0.081
C 0.499 -5.446 -7.433  -0.019
C 1.058 -5.045 -6.092  -0.492
O 0.896 -3.930 -5.644  0.048
C 1.826 -6.088 -5.321  -0.014
H -0.029 -4.604 -7.874  0.082
H 1.308 -5.749 -8.098  0.089
H -0.194 -6.279 -7.314  0.088
H 2.692 -6.423 -5.892  0.094
H 1.185 -6.944 -5.106  0.091
H 2.170 -5.662 -4.382  0.047
C 5.927 5.846 -5.181  -0.016
C 6.516 6.227 -3.846  -0.485
O 6.161 5.686 -2.821  0.046
C 7.564 7.309 -3.846  -0.015
H 5.188 5.060 -5.043  0.077
H 5.445 6.712 -5.638  0.088
H 6.713 5.485 -5.846  0.089
H 7.148 8.233 -4.249  0.089
H 8.415 7.005 -4.458  0.089
H 7.904 7.486 -2.829  0.084

Forces on atoms 1 to 3 (eV/Å):
-0.537 -0.054 -0.269
0.779 0.061 0.176
-0.100 0.043 -0.110